one | 21
Properties=species:S:1:pos:R:3:lowdin_charge:R:1 method="wB97M-V/def2-TZVPD" smiles="c1cc[nH]c1.CC(=O)CO"
C 0.61 -1.12 2.37 -0.105
C 1.74 -1.25 1.59 -0.112
C 1.29 -1.57 0.33 -0.169
N -0.07 -1.67 0.31 0.044
C -0.50 -1.39 1.57 -0.128
H 0.44 -0.76 3.39 0.103
H 2.75 -0.96 1.72 0.086
H 1.92 -1.86 -0.58 0.146
H -0.52 -1.87 -0.52 0.103
H -1.47 -1.58 2.04 0.118
C -1.76 0.91 -0.71 -0.009
C -0.76 0.49 -1.73 -0.464
O -1.05 -0.43 -2.43 0.080
C 0.50 1.34 -1.74 -0.198
O 1.00 1.55 -0.44 -0.074
H -1.37 0.95 0.21 0.032
H -2.11 1.89 -0.92 0.089
H -2.53 0.20 -0.75 0.085
H 1.24 0.94 -2.59 0.169
H 0.13 2.38 -1.77 0.134
H 1.36 0.66 -0.18 0.070

=====

two | 21
Properties=species:S:1:pos:R:3:lowdin_charge:R:1 method="wB97M-V/def2-TZVPD" smiles="C=C1C[C@H]1C[C@H](N)C(=O)O"
C 1.81 -0.03 2.38 0.058
C 1.96 -0.53 1.12 -0.261
C 2.21 -1.76 0.38 -0.112
C 1.15 -0.83 -0.10 -0.258
C -0.40 -1.09 0.07 -0.090
C -1.13 0.29 0.22 -0.313
N -2.57 0.00 0.15 -0.022
C -0.78 1.25 -0.93 -0.422
O 0.27 1.90 -1.18 0.043
O -1.61 0.97 -2.02 -0.007
H 2.55 -0.46 2.97 0.025
H 1.23 0.89 2.62 0.072
H 1.86 -2.66 1.01 0.132
H 3.04 -1.91 -0.48 0.151
H 1.53 -0.15 -1.01 0.177
H -0.57 -1.83 0.88 0.136
H -0.66 -1.45 -0.88 0.093
H -0.75 0.85 1.09 0.142
H -3.21 0.47 0.91 0.142
H -2.69 -1.15 0.07 0.177
H -2.48 0.68 -1.40 0.135

=====

Most stable: one. Least stable: two.